[1]
A single C3H11Cl2N2PSi molecule. Source: the OMol25 dataset; level of theory: wB97M-V/def2-TZVPD.

Cartesian coordinates (Å):
H 0.8838 -2.2166 -0.0065
H 0.9541 1.7034 1.7682
H 1.7915 2.3276 0.4229
N -0.9311 -0.0176 -0.7781
C 1.6167 -0.0148 -1.8133
Si 0.6899 0.0872 -0.1720
P -2.2289 -0.0537 0.2024
H 0.1693 2.4811 0.5907
H 1.9042 -1.7741 1.2856
C 0.9185 1.7787 0.7503
H 0.9163 0.2095 -2.5799
H 2.6071 0.4461 -1.9116
Cl -3.4906 1.5887 0.0329
C 0.9652 -1.5227 0.8333
H 1.7271 -1.0974 -1.9592
N -1.7457 -0.1140 1.6535
H 0.1026 -1.8047 1.4250
H -1.1271 -0.3035 -1.7076
Cl -3.3967 -1.5990 -0.5173
H -2.3261 -0.1040 2.4807

Forces on the atoms, in the same order (eV/Å):
H 0.1362 -0.3344 -0.2496
H 0.2965 -0.6283 2.7930
H 0.6316 -0.2190 -0.1522
N -1.7497 0.2275 0.3515
C 0.3736 -1.1802 1.0683
Si 1.5106 0.8000 1.5080
P -0.3417 0.1857 1.6636
H -1.9131 0.9682 -0.6867
H 0.4643 0.2914 0.4718
C 0.9313 -1.4051 -2.5378
H -0.2794 0.9618 -0.9291
H -0.5060 0.0599 -0.0733
Cl 0.2855 -0.5449 -0.6932
C -0.6348 0.2957 -1.5657
H 0.4038 0.0048 0.0637
N 0.1601 -0.4142 -0.2411
H 0.1019 0.4070 0.5207
H 0.0116 -0.1605 -0.8784
Cl 0.1651 0.5465 -0.0654
H -0.0474 0.1382 -0.3681

Summary:
Gap between HOMO and LUMO   10.07 eV
E_LUMO   0.50 eV
Spin multiplicity   1

---

[2]
A molecular structure, C3H11ClSi2. Source: the OMol25 dataset; level of theory: wB97M-V/def2-TZVPD.

Cartesian coordinates (Å):
C -2.7894 -0.4344 0.2037
H -0.8305 -2.7176 -0.5381
H -3.5855 0.0696 -0.3080
H -1.1283 0.2747 -1.2972
H 1.0875 1.4434 0.9796
H 1.4251 2.2464 -0.6097
H 2.6458 2.1839 0.6323
Si 2.3022 0.0614 -0.6094
H -2.7586 -0.2398 1.3278
H -2.9466 -1.4528 0.0392
H 0.4924 -1.8204 1.4407
C -1.3564 -0.0946 -0.2604
Si -0.1470 -1.4924 0.0903
H -0.9997 0.6692 0.3250
Cl 3.8633 -0.8683 0.2757
H 2.9229 0.4699 -1.8612
C 1.8030 1.7018 0.1698

Forces on the atoms, in the same order (eV/Å):
C 1.4667 1.1660 1.2891
H 0.8377 0.4853 0.3507
H -0.3109 0.6938 -0.0078
H -0.7609 -0.7240 0.6527
H 0.1524 0.6476 -0.5831
H -1.3154 1.6702 -1.6909
H 0.4290 0.3523 0.0551
Si -2.1950 -0.5950 0.1957
H -0.6553 -0.2592 -1.4742
H -0.5085 -1.8202 -0.0618
H -0.8634 0.2507 -0.4776
C -0.1850 -1.1201 -1.0433
Si 1.9139 0.4275 -1.1975
H 0.7871 2.2268 1.4275
Cl 0.7483 -0.4773 0.7629
H -0.1785 -0.1858 -0.7593
C 0.6379 -2.7386 2.5617

Summary:
Gap between HOMO and LUMO   8.40 eV
E_LUMO   0.16 eV
Spin multiplicity   1

---

[3]
A molecular structure, C3H11InN. Source: the OMol25 dataset; level of theory: wB97M-V/def2-TZVPD.

Cartesian coordinates (Å):
H 1.5315 -1.4045 -2.6908
C 0.1647 1.0199 1.1882
H -1.3530 -1.3674 -2.1693
H -1.3280 2.1607 0.1123
N 0.5015 -1.3382 0.3407
H 1.4486 -1.0131 0.4932
H 0.2227 -3.8058 -1.6727
C -0.4251 -0.3800 0.9192
H -1.2753 -0.2449 0.2327
H -0.1065 1.3695 2.1913
H 0.0953 1.7627 -0.8423
H -0.8795 -0.7586 1.8522
C -0.2405 2.0588 0.1544
H 1.2561 0.9215 1.1902
H 0.1766 3.0481 0.3647
In 0.2109 -2.0289 -1.6639

Forces on the atoms, in the same order (eV/Å):
H 0.0319 0.0057 0.0406
C 0.1615 -0.1073 0.1396
H -0.0682 0.0361 0.0395
H 0.0124 -0.0001 0.0185
N -0.0155 0.2001 -0.0232
H -0.0182 -0.0877 0.0455
H -0.0053 0.0209 0.0123
C -0.1562 -0.0264 -0.1984
H -0.0281 -0.0420 0.0936
H -0.0788 0.0150 -0.0387
H -0.0248 -0.0535 0.0191
H 0.1326 0.0014 0.0723
C -0.0267 0.0862 -0.1877
H -0.0160 0.0579 0.0592
H 0.0329 -0.0241 0.0358
In 0.0665 -0.0821 -0.1281

Summary:
Gap between HOMO and LUMO   7.23 eV
Total charge   -1
E_LUMO   3.73 eV
Spin multiplicity   1

---

[4]
2 unconnected molecules or ions with the total composition C3H11N. Source: the OMol25 dataset; level of theory: wB97M-V/def2-TZVPD.

Cartesian coordinates (Å):
C -1.7638 2.5112 -0.1619
C 0.1443 -1.9817 0.6144
H -0.7344 2.3383 0.0475
H -2.3426 1.8078 0.3693
N 0.3436 -0.5406 0.2682
H 1.2760 -0.8358 -1.5614
H -1.9156 2.1929 -1.0979
H 0.4686 -0.0502 1.1499
H 2.3375 -0.5258 -0.3057
H -2.0518 3.5689 0.0408
H 1.2247 -2.4989 0.6858
H -0.3148 -2.0282 1.6066
C 1.3712 -0.2613 -0.7249
H 1.4364 0.7765 -1.0242
H -0.2992 -2.5707 -0.1535

Forces on the atoms, in the same order (eV/Å):
C 0.2860 1.8649 2.5723
C 3.9209 0.7439 0.4015
H 0.8211 0.0260 0.4040
H -0.6830 -0.4965 1.3198
N -1.3000 -0.8545 0.1152
H -0.7303 -1.6141 -2.3352
H -0.5418 -0.4486 -3.9948
H 0.2610 0.0889 -0.5399
H 0.6656 -0.0454 0.0176
H 0.1268 -0.9482 -0.2985
H -1.9059 0.8465 0.2623
H -0.1890 -0.2891 -0.4873
C 0.6592 0.8902 2.9760
H -0.3679 0.3095 0.0915
H -1.0225 -0.0735 -0.5043

Summary:
Gap between HOMO and LUMO   9.62 eV
E_LUMO   1.06 eV
Spin multiplicity   1

---

[5]
2 unconnected molecules or ions with the total composition C3H11N. Source: the OMol25 dataset; level of theory: wB97M-V/def2-TZVPD.

Cartesian coordinates (Å):
N 3.7870 -1.6770 -2.9668
H 3.4904 -2.4549 -3.5469
H -3.1562 1.2810 2.2032
H -2.3305 2.0930 0.8340
H -0.2339 -0.5938 -0.1195
C -0.1925 0.3666 0.3920
C -1.1553 0.3701 1.5890
H -0.6081 0.9045 2.3730
H -1.4776 -0.6380 1.8360
C -2.4573 1.1528 1.3854
H -0.3325 1.2042 -0.2985
H 3.8511 -2.0886 -2.0350
H 2.9934 -1.0588 -2.9870
H 0.8166 0.5356 0.7538
H -2.9947 0.6034 0.5875

Forces on the atoms, in the same order (eV/Å):
N 0.0704 -0.6820 0.0502
H 0.1916 -0.0563 -0.1980
H 0.3144 -0.0769 0.3931
H 0.3776 0.2574 0.6921
H 0.0885 0.1857 -0.3255
C -0.1154 0.0915 0.0968
C -0.2398 1.4965 0.2911
H -0.1695 -0.7384 0.4605
H 0.5677 -0.0924 0.4970
C -0.3959 -0.4392 -2.5602
H -0.4379 -0.2454 -0.0765
H -0.0610 0.3723 -0.1208
H -0.2048 0.3683 0.2721
H 0.2634 -0.3727 0.0671
H -0.2493 -0.0685 0.4609

Summary:
Gap between HOMO and LUMO   11.26 eV
E_LUMO   0.95 eV
Spin multiplicity   1

---

[6]
2 unconnected molecules or ions with the total composition C3H11N2. Source: the OMol25 dataset; level of theory: wB97M-V/def2-TZVPD.

Cartesian coordinates (Å):
H 0.5821 0.8662 -1.8821
C -0.5943 -1.8331 -0.1308
H 1.0453 -1.6045 1.0749
C 0.2025 0.2591 0.8904
H 0.6771 2.3301 0.6503
H -0.6871 1.5376 -1.2018
H -0.8976 -1.3936 -1.0919
N 0.3515 1.6379 -1.2601
C 0.8362 1.4072 0.0951
H -0.2919 -2.8728 -0.2938
N 0.5465 -1.0731 0.3791
H 0.5219 0.3185 1.9360
H -1.8745 0.6455 -0.6299
H 1.9171 1.2041 0.0520
H -0.8818 0.3852 0.8516
H -1.4528 -1.8143 0.5611

Forces on the atoms, in the same order (eV/Å):
H 0.3987 -0.0385 0.1927
C 0.3028 0.1527 -0.0256
H -0.0635 -0.0160 0.0512
C 0.5064 -0.3333 -0.1807
H 0.0878 0.1181 0.1258
H 0.6598 0.5602 -0.2317
H -0.0765 -0.2902 0.2426
N -1.2689 -0.5951 -0.0165
C 0.6066 -0.3431 0.1733
H -0.1072 0.1879 -0.0542
N -0.1835 0.1552 -0.2046
H -0.0804 0.2288 -0.0184
H -0.4021 0.0095 -0.1232
H -0.2264 0.2395 0.0091
H -0.1937 0.0344 0.2396
H 0.0402 -0.0702 -0.1794

Summary:
Gap between HOMO and LUMO (alpha / beta)   9.86 / 7.73 eV
E_LUMO (alpha / beta)   1.17 / -1.05 eV
Spin multiplicity   2

---

[7]
2 unconnected molecules or ions with the total composition C3H11N2. Source: the OMol25 dataset; level of theory: wB97M-V/def2-TZVPD.

Cartesian coordinates (Å):
H -1.7307 -0.7849 0.0407
C -1.3578 -0.7513 1.0665
H 0.1983 0.0170 2.0789
N 0.5954 0.5472 -1.4116
H 2.0560 1.2084 -2.6941
C 2.0812 0.6501 -1.7698
H 2.3115 -0.4055 -1.9080
H 0.4063 0.2000 -0.4021
H -2.6088 -2.2473 1.8808
H 0.1548 1.4592 -1.3120
H 2.7586 1.1670 -1.1093
H -2.0005 -0.9732 3.0539
C -2.0415 -1.3405 2.0305
H -0.6272 1.1581 1.2442
H 0.0718 -0.1096 -1.9870
N -0.2675 0.2052 1.1984

Forces on the atoms, in the same order (eV/Å):
H 0.4607 -0.8064 -0.0431
C -0.5772 0.8595 -0.8790
H 0.2023 0.1734 -0.0013
N 0.5309 0.2537 2.2866
H 0.4478 -0.2242 -0.4393
C -1.6048 -0.8974 -1.1143
H 0.7696 0.3518 -0.1809
H 0.5589 0.0562 -0.0300
H -0.5744 0.3950 -0.3647
H -0.2000 0.0744 -0.8486
H -0.4940 -0.0411 0.8556
H 0.5644 -0.4038 0.0434
C 0.4802 -0.0155 0.7581
H -0.0010 -0.0049 0.1412
H 0.1467 0.4724 -0.5420
N -0.7103 -0.2431 0.3583

Summary:
Gap between HOMO and LUMO   9.87 eV
Total charge   +1
E_LUMO   -3.43 eV
Spin multiplicity   1

---

[8]
2 unconnected molecules or ions with the total composition C3H11N2. Source: the OMol25 dataset; level of theory: wB97M-V/def2-TZVPD.

Cartesian coordinates (Å):
N 0.9566 -0.7935 -0.0697
H -1.8052 1.0437 -1.4384
H -1.3693 0.0256 -0.1296
H 0.0026 -1.7061 1.5390
H -3.0207 1.1412 0.9959
N -1.4443 0.9751 -0.4843
H 2.0279 -1.4118 -1.6555
H 3.0541 -1.2753 -0.1978
H -1.6945 2.4503 1.0237
H -2.8289 2.5152 -0.1138
C 0.9071 -1.5004 0.9753
C 2.2544 -0.8099 -0.7765
C -2.3051 1.7436 0.4644
H 2.5931 0.1905 -1.0314
H -0.4676 1.2419 -0.5431
H 1.7841 -2.0328 1.3607

Forces on the atoms, in the same order (eV/Å):
N 0.1424 0.1930 0.3470
H -0.0901 -0.6060 0.1564
H 0.0693 -0.5336 -0.6452
H -0.2984 0.4282 -0.0994
H 0.2145 -0.2920 0.2489
N -0.4043 -0.1294 0.2486
H 0.5096 0.2287 -0.2931
H -0.1109 -0.1722 0.0687
H 0.2281 -0.8778 0.8284
H -0.4044 -0.6406 -0.2146
C 0.4557 -0.5247 0.1433
C -0.5822 -0.1625 0.2177
C 0.1650 2.5899 -0.9721
H -0.2576 0.0635 -0.2454
H 0.3667 0.3727 0.3054
H -0.0034 0.0628 -0.0945

Summary:
Gap between HOMO and LUMO   10.57 eV
Total charge   +1
E_LUMO   -3.48 eV
Spin multiplicity   1

---

[9]
2 unconnected molecules or ions with the total composition C3H11N2. Source: the OMol25 dataset; level of theory: wB97M-V/def2-TZVPD.

Cartesian coordinates (Å):
C -1.0141 0.6783 1.1873
H -2.6929 -0.4767 -1.1378
C 1.9600 -0.6439 0.0815
H 0.8986 0.8664 -0.7925
H -0.7273 0.4982 2.2396
N 1.2692 0.5924 0.1832
H -0.9648 1.7977 0.8567
H 1.4115 -1.2106 -0.7040
H 1.8010 1.4400 0.5980
H -1.1955 -1.2427 0.6112
H 1.7957 -1.1968 1.0874
H -1.4766 0.8304 -1.4802
H 3.0272 -0.6888 -0.1105
C -1.6852 -0.1712 -1.0983
H -1.0752 -0.8852 -1.8361
N -1.3316 -0.1874 0.3147

Forces on the atoms, in the same order (eV/Å):
C 1.2284 3.2024 -1.2363
H -1.2676 -0.0251 -0.4358
C -0.8640 -2.5875 1.6124
H 1.1677 -0.1041 2.1536
H -0.4083 -0.4982 -0.8652
N -0.0406 4.3173 -1.1273
H -0.4941 -2.1925 0.6545
H 0.6970 -0.0429 0.5361
H -0.8267 -2.0924 -1.1944
H -0.5529 2.7710 -0.2539
H 0.4204 0.5064 -1.5737
H -0.6178 -0.0033 -0.0435
H 0.0966 0.4545 -0.2588
C 2.2210 0.3586 -1.6735
H -0.9353 1.1976 2.3079
N 0.1762 -5.2616 1.3978

Summary:
Gap between HOMO and LUMO   9.19 eV
Total charge   +1
E_LUMO   -4.36 eV
Spin multiplicity   1

---

[10]
A gas-phase ion, C3H11N2 (charge +2). Source: the OMol25 dataset; level of theory: wB97M-V/def2-TZVPD.

Cartesian coordinates (Å):
C 0.7379 -0.5528 -0.4858
H -1.5281 1.2089 -1.2534
H -2.2802 -0.2316 -0.6267
H 1.1258 1.2003 1.7051
H 1.8545 -0.3205 -0.2010
H 0.7664 -0.1293 -1.5427
H -0.0728 2.3820 1.1684
H 0.9959 -2.4586 -1.3470
H 0.6990 -2.5251 0.3411
C -1.6829 0.5977 -0.2802
N 0.4712 -1.9972 -0.4985
N 0.5050 1.5219 0.8419
H -2.2682 1.1232 0.4432
H 1.2587 1.4659 0.0913
C -0.2360 0.2648 0.3516
H -0.2979 -0.2462 1.3045

Forces on the atoms, in the same order (eV/Å):
C 0.3431 1.0724 -1.9850
H -0.2110 -0.5965 1.7474
H 0.2813 -0.8064 0.2780
H -1.7684 1.0950 -1.6651
H -1.3758 -1.2961 0.0609
H -0.3527 -0.9376 0.8695
H 1.3161 -1.3167 -1.4670
H -1.8385 0.5533 1.4024
H -0.9797 -0.3668 0.6658
C 2.5807 0.8561 -1.7054
N 4.1509 0.9451 -2.1296
N 2.4263 -1.6850 0.9437
H -0.2699 0.5385 0.4146
H -1.0764 2.7575 1.0080
C -2.2811 -0.2046 1.5136
H -0.9448 -0.6080 0.0482

Summary:
Gap between HOMO and LUMO (alpha / beta)   13.45 / 7.67 eV
Total charge   +2
E_LUMO (alpha / beta)   -7.86 / -13.63 eV
Spin multiplicity   2

---

[11]
2 unconnected molecules or ions with the total composition C3H11N2O. Source: the OMol25 dataset; level of theory: wB97M-V/def2-TZVPD.

Cartesian coordinates (Å):
H -2.2795 0.3194 1.4045
H 0.0429 0.7179 -1.6901
H 1.4260 0.2886 -2.6469
N 1.6566 -0.5401 1.7292
C 1.1057 0.1226 0.6311
H 0.1595 0.6099 0.7622
H -2.7545 0.8034 -0.2168
C -2.6208 -0.0606 0.4375
H 1.3839 1.8789 -1.8489
H 2.6156 -0.2550 -0.7262
H 1.0818 -0.5971 2.5451
H -3.5955 -0.5332 0.5599
C 1.1287 0.8177 -1.7393
H 2.5290 -1.0240 1.6636
H -1.9537 -1.8336 -0.1275
O -1.6603 -0.9211 -0.1418
N 1.7347 0.2064 -0.5955

Forces on the atoms, in the same order (eV/Å):
H 0.0002 -0.1410 0.0632
H -0.0415 0.0489 0.1164
H 0.1139 0.0997 0.0096
N 0.0826 0.3295 -0.5389
C -0.5010 0.5914 0.2921
H -0.0034 -0.0053 -0.0661
H 0.0032 -0.0261 -0.0317
C -0.1209 0.1946 -0.0807
H -0.0588 0.0217 0.0095
H -0.0306 -0.0015 0.0412
H 0.2665 -0.2780 0.0852
H -0.0094 -0.0486 0.0647
C -0.1754 -0.1050 -0.1296
H -0.0638 -0.1361 0.2091
H -0.1211 0.0362 0.1194
O 0.0419 -0.0868 -0.2195
N 0.6178 -0.4934 0.0562

Summary:
Gap between HOMO and LUMO (alpha / beta)   4.91 / 9.28 eV
E_LUMO (alpha / beta)   0.91 / 0.89 eV
Spin multiplicity   2

---

[12]
A gas-phase ion, C3H11N2O (charge +1). Source: the OMol25 dataset; level of theory: wB97M-V/def2-TZVPD.

Cartesian coordinates (Å):
H -1.9449 -1.4032 -0.7712
C -1.3173 -1.2297 0.0608
C -1.2859 1.2593 -0.0534
H -2.2515 1.3270 -0.7014
C 1.6337 0.2285 0.5499
N -0.5569 0.0058 -0.0496
H 0.1798 -0.2054 -0.9574
H 2.2270 -0.2236 1.3110
H 2.0480 -1.3790 -0.8637
H 2.5380 0.1602 -1.2645
H -0.7307 -2.1285 0.3230
H -1.6903 1.4996 1.0596
H 1.8101 1.3755 0.5267
H -2.0978 -0.9374 0.7270
O 0.3337 -0.1479 1.0344
N 1.9367 -0.4050 -0.7184
H -0.8316 2.2038 -0.2127

Forces on the atoms, in the same order (eV/Å):
H 0.0027 -0.1691 -1.7076
C -1.8028 -0.1443 0.4206
C -4.4811 1.5035 2.7080
H 1.8930 -0.9898 0.8595
C 1.4364 0.1553 0.4295
N 2.6368 -1.7229 -2.7229
H -1.1511 1.1896 1.9798
H 0.6439 0.1885 0.8656
H 0.4781 -0.8568 0.6522
H 0.5064 0.2773 -0.7810
H -0.2111 0.9668 -0.0080
H 0.7930 -1.2416 -2.3303
H -0.4769 -1.9785 -0.2707
H -0.3047 -0.6704 1.5556
O 0.1985 1.4231 -0.9146
N -1.8873 1.8664 0.0516
H 1.7264 0.2029 -0.7874

Summary:
Gap between HOMO and LUMO   12.01 eV
Total charge   +1
E_LUMO   -2.88 eV
Spin multiplicity   1

---

The ΔE to the lowest compared entry with this formula, charge and spin results, record by record, are as follows: 0.310, 1.985, 0.000, 1.252, 0.336, 1.625, 1.675, 1.627, 2.718, 2.523, 0.830, 4.452 eV.
The electronic energy results, record by record, are as follows: -48484.0925, -31566.1091, -9952.0986, -4778.2432, -4779.1599, -6266.0557, -6261.9066, -6261.9547, -6260.8638, -6247.9288, -8314.2030, -8307.3407 eV.